[1]
7
Properties=species:S:1:pos:R:3 method="wB97M-V/def2-TZVPD" homo_lumo_gap_ev=9.01 e_above_lowest_ev=2.920
H -1.53585 1.78570 -0.37679
P -0.69863 1.03840 0.44754
C -1.50155 -0.43671 0.23983
Br -3.18341 -0.70575 -0.55439
H -1.18662 -1.40121 0.74130
Br 3.63938 -0.63479 0.04293
H 3.32255 0.39778 -0.94601

[2]
15
Properties=species:S:1:pos:R:3 method="wB97M-V/def2-TZVPD" homo_lumo_gap_ev=9.23 e_above_lowest_ev=4.827 smiles="C=CC(=O)/C(Cl)=C/C"
C 3.02253 -0.24946 0.15319
C 1.70680 -0.08668 0.09846
C 0.67264 -1.31481 -0.02798
O 0.89110 -2.57178 -0.14553
C -0.82236 -0.90618 -0.09857
Cl -2.15178 -2.07260 0.06626
C -1.11824 0.38977 -0.27473
C -2.35664 1.14679 0.05102
H 3.97016 0.32644 -0.30453
H 3.46367 -1.13160 0.57882
H 1.24136 0.64935 -0.66930
H -0.46051 1.27842 -0.06509
H -3.29907 0.54641 0.50507
H -2.17399 2.16666 0.83753
H -2.58568 1.82927 -0.70463